Here is C3H3CoLiO3 as an isolated structure from the OMol25 dataset. Energies are from ωB97M-V with the def2-TZVPD basis set.

Calculated values
- Net charge: +1
- DFT total energy: -1731.628726 a.u.
- Relative energy (zero: lowest compared OMol25 entry of this formula, charge and spin): 78.2 kcal per mole
- Spin multiplicity: 5
- Kohn-Sham gap (spin up / spin down): 7.28 / 6.71 eV
- Highest occupied orbital energy (spin up / spin down): -12.54 / -13.09 eV

The geometry in XYZ format:
```
11
C3H3CoLiO3, DFT ωB97M-V with the def2-TZVPD basis set
O -3.01855 0.07334 -0.14419
C -2.38585 -0.92398 0.08831
C -1.18497 -0.83680 0.87095
Li -3.55866 0.87982 -1.61799
Co -1.31945 1.10029 0.08177
H -2.54549 -1.35946 1.14210
H -1.07956 -1.01231 1.93695
O -0.17810 3.11199 1.61266
C -1.08371 3.03075 0.62907
O -1.75663 4.03013 0.39121
H -0.23082 4.02136 1.92015
```